{
  "formula": "C30H45AsBN6O6RuS",
  "method": "ωB97M-V with the def2-TZVPD basis set",
  "largest_force_ev_per_a": 1.628,
  "orbital_gap_ev": [7.9831, 7.7419],
  "total_energy_ha": -4703.95176,
  "homo_energy_ev": [-9.00, -8.97],
  "total_charge": 0,
  "spin_multiplicity": 2,
  "elements": ["Ru", "C", "C", "C", "C", "N", "N", "B", "N", "N", "C", "C", "C", "C", "C", "C", "C", "C", "N", "N", "C", "C", "C", "C", "C", "C", "C", "C", "C", "C", "C", "C", "H", "H", "H", "H", "H", "H", "H", "H", "H", "H", "H", "H", "H", "H", "H", "H", "H", "H", "H", "H", "H", "H", "H", "H", "H", "H", "H", "H", "H", "H", "H", "H", "H", "H", "H", "H", "H", "H", "H", "H", "O", "As", "O", "O", "C", "C", "C", "C", "C", "C", "S", "O", "O", "O", "H", "H", "H", "H", "H"],
  "positions_angstrom": [[0.091685, -0.075002, 0.414698], [-2.576993, -1.811827, -3.762725], [-2.349660, -1.836410, -2.289292], [-2.550656, -2.881526, -1.410238], [-2.181790, -2.408473, -0.152058], [-1.747790, -1.136596, -0.276765], [-1.884938, -0.801068, -1.585239], [-1.764717, 0.664278, -2.000013], [-2.105467, 1.560424, -0.796427], [-1.531959, 1.386425, 0.418544], [-2.076838, 2.267216, 1.262665], [-3.012900, 3.035235, 0.554303], [-3.000774, 2.561270, -0.736747], [-3.797948, 3.023749, -1.910542], [-1.790626, 2.386706, 2.739492], [-1.255683, 3.796970, 3.027632], [-3.106424, 2.161534, 3.497166], [-0.760893, 1.376332, 3.214301], [-0.334391, 0.960323, -2.394087], [0.605373, 1.110901, -1.427713], [1.738961, 1.507565, -2.062462], [1.481048, 1.581897, -3.431336], [0.161108, 1.232750, -3.601258], [-0.618157, 1.157834, -4.872705], [3.049051, 1.916713, -1.430257], [3.776435, 0.671416, -0.929956], [2.776261, 2.913054, -0.295074], [3.927170, 2.615622, -2.469813], [-2.473657, -3.129420, 1.148909], [-4.006019, -3.176903, 1.281018], [-1.915756, -2.389060, 2.355856], [-1.914585, -4.554181, 1.091079], [-3.263499, -2.609609, -4.038902], [-1.634183, -1.982657, -4.286892], [-2.988273, -0.860223, -4.096848], [-2.947196, -3.854399, -1.650139], [-2.510283, 0.913503, -2.900403], [-3.627606, 3.833485, 0.937046], [-4.417120, 3.867847, -1.614335], [-4.444671, 2.231275, -2.288548], [-3.148454, 3.338373, -2.728294], [-1.979644, 4.563256, 2.744090], [-0.332249, 3.973387, 2.472082], [-1.040671, 3.899807, 4.093686], [-3.847176, 2.920051, 3.236385], [-2.931034, 2.211267, 4.573926], [-3.525975, 1.181776, 3.258669], [0.211362, 1.591307, 2.782199], [-1.055694, 0.348634, 2.982685], [-0.645456, 1.439494, 4.297720], [2.164308, 1.874948, -4.209429], [-0.038691, 1.613586, -5.673050], [-1.575047, 1.672683, -4.793266], [-0.817332, 0.120752, -5.147262], [3.212949, 0.224041, -0.130437], [4.768001, 0.932183, -0.547715], [3.886391, -0.065240, -1.729118], [2.161544, 2.482192, 0.477201], [2.271876, 3.799918, -0.687869], [3.720655, 3.223876, 0.158936], [4.225842, 1.931075, -3.266899], [4.830264, 2.989502, -1.984565], [3.408548, 3.466070, -2.918033], [-4.421927, -2.166710, 1.287324], [-4.278412, -3.668105, 2.218608], [-4.458728, -3.730957, 0.456980], [-2.327084, -1.376026, 2.399183], [-0.836519, -2.338481, 2.317383], [-2.195636, -2.910302, 3.273676], [-2.451842, -5.155551, 0.353925], [-2.018116, -5.033731, 2.066840], [-0.861571, -4.536022, 0.824239], [1.266577, -3.893894, 0.879666], [2.063891, -2.751609, -0.205377], [2.633586, -3.646142, -1.445036], [0.979148, -1.549152, -0.718619], [3.577893, -2.103749, 0.818008], [4.807195, -2.575789, 0.379895], [5.967276, -2.218665, 1.056019], [5.907037, -1.403931, 2.178207], [4.683523, -0.932905, 2.629121], [3.532203, -1.286262, 1.941124], [2.015225, -0.563771, 2.446178], [2.049585, -0.344960, 3.854263], [1.851213, 0.673298, 1.622307], [0.931935, -1.461938, 1.967199], [1.476062, -4.754326, 0.488522], [4.826385, -3.222805, -0.488528], [6.924404, -2.576901, 0.699349], [6.813274, -1.129931, 2.702139], [4.603465, -0.300587, 3.503829]],
  "forces_ev_per_angstrom": [[0.21, -0.48, -1.54], [0.03, 0.03, 0.05], [-0.10, -0.04, -0.08], [-0.02, -0.09, 0.13], [0.04, 0.01, 0.09], [0.98, -0.02, 0.17], [-0.30, -0.17, -0.14], [-0.10, 0.12, 0.13], [-0.10, -0.09, -0.02], [0.59, 0.22, 0.84], [-0.05, -0.08, -0.21], [-0.03, 0.08, 0.11], [-0.06, 0.03, 0.01], [0.04, -0.09, 0.00], [0.02, 0.03, 0.02], [-0.04, -0.03, -0.02], [-0.04, 0.06, -0.04], [-0.03, -0.03, 0.04], [0.15, 0.12, -0.20], [0.00, -0.48, 0.29], [-0.24, 0.00, 0.13], [0.17, 0.07, 0.03], [-0.03, 0.02, -0.13], [-0.02, -0.04, 0.08], [-0.12, -0.01, 0.18], [0.15, 0.11, -0.07], [0.17, 0.10, -0.21], [-0.05, 0.01, -0.10], [0.03, 0.14, -0.02], [0.00, -0.05, 0.01], [-0.09, 0.03, -0.06], [-0.07, 0.00, -0.06], [0.00, 0.00, -0.01], [-0.02, 0.02, -0.01], [0.00, -0.02, 0.01], [-0.02, 0.04, 0.02], [0.05, -0.05, 0.00], [0.03, -0.03, 0.00], [0.00, 0.00, 0.00], [-0.01, 0.02, 0.01], [-0.01, 0.01, 0.01], [0.03, -0.01, 0.01], [-0.02, 0.02, 0.02], [-0.02, 0.02, -0.02], [0.00, -0.04, 0.01], [0.01, 0.00, -0.02], [0.01, 0.01, 0.03], [0.03, -0.01, 0.00], [0.02, 0.02, 0.00], [-0.02, -0.01, 0.00], [-0.03, 0.01, 0.05], [-0.01, 0.00, 0.00], [0.02, 0.01, -0.02], [-0.01, 0.03, 0.00], [-0.07, -0.12, 0.13], [-0.03, -0.01, -0.01], [0.03, 0.04, -0.01], [-0.18, -0.08, 0.19], [0.05, -0.01, 0.00], [-0.01, 0.01, -0.01], [0.03, 0.03, 0.03], [0.00, -0.05, 0.00], [0.04, 0.00, 0.01], [-0.01, -0.02, 0.00], [0.00, 0.00, -0.02], [-0.01, 0.02, 0.02], [0.03, -0.01, 0.03], [0.00, -0.06, 0.10], [-0.05, 0.01, -0.02], [0.01, 0.00, 0.03], [-0.05, -0.01, -0.03], [-0.01, 0.00, 0.07], [0.02, 0.12, 0.08], [0.01, -0.53, -0.72], [0.06, 0.17, 0.11], [0.11, 0.68, 0.81], [-0.15, 0.02, 0.15], [0.01, 0.00, 0.02], [-0.01, 0.04, 0.00], [0.02, 0.00, -0.05], [-0.11, 0.01, 0.02], [0.03, -0.08, -0.08], [-0.07, 0.09, 0.44], [0.16, 0.10, 0.01], [-0.59, -0.10, -0.69], [-0.43, 0.25, -0.04], [-0.02, -0.01, -0.04], [0.03, 0.02, -0.02], [-0.01, -0.02, 0.02], [-0.01, -0.01, 0.00], [0.04, -0.02, -0.01]]
}